The following is a DFT calculation (ωB97M-V with the def2-TZVPD basis set) of C32H41GeN4O4PS3Tc as an isolated structure.

Geometry as XYZ:
```
87
Properties=species:S:1:pos:R:3:forces:R:3
Tc -0.5332 -0.7023 0.5169 -0.28 0.11 -0.14
C 1.5473 -2.2495 5.7378 0.09 -0.02 -0.02
C 0.2943 -1.6967 5.9664 -0.03 -0.01 0.06
C -0.4009 -1.0530 4.9582 0.03 -0.05 0.02
C 0.1495 -0.9586 3.6707 0.02 -0.02 -0.02
C 1.4220 -1.5005 3.4522 -0.05 0.02 0.03
C 2.1082 -2.1359 4.4698 -0.04 0.00 0.04
N -0.5296 -0.3453 2.6203 -0.09 0.13 0.07
N -1.5460 0.4140 3.0374 0.06 -0.04 -0.16
C -2.2209 1.0229 2.0060 -0.06 0.01 0.21
C -3.6246 1.1222 2.1679 0.04 0.00 0.03
C -4.4371 1.5421 1.1500 0.01 0.00 -0.03
C -3.8858 1.9105 -0.0880 -0.05 0.02 0.02
C -2.5191 1.9338 -0.2211 -0.01 0.00 -0.04
C -1.6490 1.5450 0.8138 0.12 -0.02 -0.06
H 2.0838 -2.7472 6.5358 0.01 -0.01 0.01
H -0.1549 -1.7695 6.9508 0.01 0.00 0.01
H -1.3736 -0.6244 5.1415 -0.02 0.01 -0.02
H 1.8888 -1.3714 2.4914 0.00 0.01 -0.06
H 3.0967 -2.5302 4.2674 0.01 -0.02 0.02
H -4.0339 0.7752 3.1080 0.00 0.00 0.02
H -5.5116 1.5537 1.2928 0.00 0.01 -0.01
H -4.5240 2.1948 -0.9144 0.00 0.00 -0.01
H -2.0756 2.2736 -1.1499 0.00 0.00 -0.02
C 3.5316 3.5356 -4.7072 -0.01 0.04 -0.05
C 3.3974 2.6893 -3.4723 0.00 -0.03 0.02
C 2.3686 1.7676 -3.3442 0.00 -0.01 0.02
C 2.2537 0.9758 -2.2068 0.02 -0.07 0.01
C 3.1751 1.1086 -1.1860 -0.07 0.01 0.01
C 4.2168 2.0235 -1.2965 -0.01 -0.01 0.03
C 4.3212 2.8032 -2.4320 0.01 0.02 0.00
S 3.0363 0.1848 0.3288 0.00 0.07 -0.07
O 2.7757 1.1768 1.3431 0.06 -0.04 -0.01
O 4.2583 -0.5803 0.4618 -0.12 -0.01 -0.03
N 1.7429 -0.7239 0.1124 0.21 -0.01 0.18
C 1.7536 -2.0965 0.2067 0.00 0.10 0.03
C 2.7775 -3.0355 0.0686 -0.01 -0.07 0.02
C 2.4738 -4.3627 0.3112 0.00 0.01 0.00
C 1.1828 -4.7467 0.6657 0.00 0.02 -0.02
C 0.2087 -3.7715 0.7396 0.08 0.05 -0.01
N 0.4980 -2.4909 0.5114 -0.11 -0.06 -0.07
H 2.6432 3.4583 -5.3326 -0.01 0.00 -0.01
H 4.3898 3.2228 -5.3056 0.01 -0.01 0.00
H 3.6768 4.5871 -4.4551 0.00 0.00 0.02
H 1.6396 1.6624 -4.1389 -0.02 0.00 -0.01
H 1.4560 0.2520 -2.1044 0.01 0.03 -0.04
H 4.9329 2.1206 -0.4912 0.00 0.01 0.03
H 5.1287 3.5221 -2.5132 0.02 0.00 -0.01
H 3.7741 -2.7113 -0.1791 0.01 0.00 -0.01
H 3.2576 -5.1057 0.2297 0.00 -0.01 0.00
H 0.9320 -5.7770 0.8741 0.01 -0.01 0.00
H -0.8240 -3.9813 0.9828 0.01 -0.02 0.00
C -5.4552 -2.9743 -3.3324 0.00 0.01 -0.01
C -4.6718 -2.7191 -2.0647 -0.05 0.00 0.05
O -3.5632 -1.8711 -2.3869 0.11 -0.01 -0.01
P -2.2735 -1.8979 -1.4078 0.07 -0.05 -0.09
S -0.9859 -0.5358 -2.0080 -0.01 -0.11 -0.09
S -2.7568 -1.7633 0.5076 0.04 -0.03 0.12
O -1.6999 -3.3893 -1.6405 -0.10 -0.01 0.02
C -1.1654 -3.7395 -2.9299 -0.04 0.05 -0.02
C 0.3392 -3.8662 -2.8562 0.00 0.01 -0.03
H -6.3419 -3.5720 -3.1171 -0.01 -0.01 0.03
H -4.8465 -3.5099 -4.0614 0.02 0.00 0.00
H -5.7738 -2.0325 -3.7786 0.00 0.02 0.01
H -4.3103 -3.6557 -1.6296 -0.01 0.01 -0.03
H -5.2815 -2.2136 -1.3116 0.00 -0.02 -0.01
H -1.4593 -2.9861 -3.6660 0.03 -0.04 0.00
H -1.6376 -4.6864 -3.2030 0.03 0.01 -0.01
H 0.7808 -2.9063 -2.5917 0.00 0.02 0.02
H 0.7375 -4.1774 -3.8244 -0.01 -0.01 -0.02
H 0.6300 -4.6003 -2.1065 0.00 -0.02 0.03
C 1.8986 4.3696 1.0353 -0.02 0.05 -0.01
Ge -0.0030 3.9107 0.9788 0.01 -0.05 0.04
C -0.8299 4.9037 -0.5022 0.01 0.02 0.04
C -0.9158 4.3659 2.6493 0.01 0.05 -0.04
C -0.1957 1.9671 0.7161 0.06 -0.02 0.04
H 2.0329 5.3995 1.3701 0.01 0.03 0.00
H 2.3354 4.2698 0.0406 0.00 -0.01 -0.04
H 2.4383 3.6980 1.6997 -0.02 -0.03 0.04
H -0.5681 5.9603 -0.4205 -0.01 0.02 0.00
H -1.9156 4.8148 -0.4893 -0.02 -0.03 0.02
H -0.4645 4.5373 -1.4622 0.03 -0.02 -0.02
H -0.8611 5.4383 2.8443 0.00 0.01 0.01
H -0.4733 3.8321 3.4894 0.04 -0.03 0.01
H -1.9648 4.0750 2.5841 -0.03 -0.01 -0.01
H 0.4316 1.5168 1.4841 0.02 0.02 -0.02
H 0.2409 1.7268 -0.2612 -0.03 0.06 0.00
```
Forces are in eV/Å.

Calculated values
* multiplicity: 3
* total charge: -1
* DFT total energy: -5457.76306 a.u.